1.
The following is a quantum chemistry calculation of the molecule C5H10O2 in a non-equilibrium geometry, from the OMol25 dataset.

Its SMILES is OC[C@H]1CCOC1. For the LUMO energy, the calculation gives 0.92 eV. For the orbital gap, the calculation gives 10.22 eV. The total energy is -346.8778 Ha.

Element x y z (Å)
H (-1.9851, -1.5501, -0.0627)
O (-1.2785, 0.0167, -1.2275)
C (-1.2492, 1.0289, -0.2221)
H (1.4523, -0.5607, -1.1723)
C (-1.0563, -1.2034, -0.5661)
H (2.1524, 1.6245, -0.6172)
H (2.2454, -1.0230, 0.4428)
C (1.4528, -0.5370, -0.0952)
H (0.7691, 1.1645, 0.6907)
C (-0.2303, 0.6109, 0.8423)
O (2.1828, 1.0126, 0.1519)
H (0.0195, -1.5832, 1.3095)
C (0.0474, -0.8571, 0.4727)
H (-0.9665, 1.9494, -0.7375)
H (-0.5151, 0.7128, 1.8821)
H (-0.8012, -1.9619, -1.3203)
H (-2.2396, 1.1557, 0.2289)

Force components x, y, z for each atom (eV/Å):
H 0.482 0.155 0.072
O -0.038 0.133 -0.014
C -0.252 0.461 0.190
H 0.394 -0.417 -0.257
C 0.473 0.033 0.153
H -0.257 -1.094 0.266
H 0.300 -0.512 -0.395
C 1.343 0.844 -0.430
H -2.585 -0.284 1.004
C -0.357 0.705 0.427
O 0.073 -1.975 -0.854
H 0.466 0.580 -0.388
C 0.691 0.954 0.008
H -0.140 0.013 0.109
H -0.632 0.182 0.069
H 0.153 0.230 0.222
H -0.113 -0.008 -0.181

2.
The following is a quantum chemistry calculation of a cluster of 2 separate species, C5H10O2S in total in a non-equilibrium geometry, from the OMol25 dataset.

Its SMILES is CC(C)=C=O.CSO. For the LUMO energy, the calculation gives 0.48 eV. For the orbital gap, the calculation gives 8.35 eV. The total energy is -745.0790 Ha.

Element x y z (Å)
C (-3.0592, 1.5016, -0.9426)
C (4.6889, -0.4138, 0.9597)
H (5.2414, -1.1696, 0.5473)
C (-0.7721, 0.6946, 0.0169)
H (-3.5454, -0.4661, 0.5640)
H (-3.9527, 1.3382, -0.3156)
O (2.5733, -1.3388, -0.1250)
H (-3.3761, 1.1213, -1.8766)
H (-2.1848, -1.4793, 0.6002)
H (1.6128, -1.1240, 0.0346)
H (4.1308, -0.7515, 1.8435)
H (-2.9819, -1.2157, -0.9439)
H (-2.8006, 2.4751, -1.0293)
S (3.4192, 0.0362, -0.2898)
C (-2.0110, 0.5874, -0.3138)
C (-2.7014, -0.7331, -0.0458)
O (0.3694, 0.5455, 0.3779)
H (5.3495, 0.3920, 0.9384)

Force components x, y, z for each atom (eV/Å):
C -0.265 -2.822 1.757
C -2.975 0.420 -0.562
H 1.186 -2.367 -0.869
C 3.515 -0.943 1.098
H -0.824 -0.128 -0.014
H 0.280 0.718 -0.071
O -2.238 -0.975 -0.074
H 0.025 -0.452 -1.297
H 0.214 0.613 -0.653
H 1.426 -0.029 -0.064
H 0.702 0.642 0.061
H -0.479 -0.420 -0.980
H 0.755 3.084 -0.144
S 1.178 0.681 0.454
C -1.593 0.066 -0.849
C 1.179 -0.589 2.105
O -2.970 0.793 -0.925
H 0.886 1.708 1.028

3.
The following is a quantum chemistry calculation of a cluster of 2 separate species, C5H10O3 in total in a non-equilibrium geometry, from the OMol25 dataset.

For the LUMO energy, the calculation gives 0.48 eV. For the orbital gap, the calculation gives 8.99 eV. The total energy is -422.0939 Ha.

Element x y z (Å)
H (2.5306, -1.2296, 0.1284)
H (1.3354, 1.0500, 0.0633)
O (-0.7937, -0.4200, -2.0196)
H (-2.0711, 1.5787, -0.6566)
C (-0.0721, -0.2815, 0.8558)
H (-1.5049, 1.8184, 0.9186)
H (-0.0153, 1.4449, -1.7571)
O (-0.2035, -0.0942, 2.1802)
C (1.8947, -0.8974, -0.6949)
C (0.8517, 0.1107, -0.2233)
C (-1.5911, 1.0349, 0.1566)
H (-0.8422, -1.9210, 1.5108)
H (1.4053, -1.7425, -1.1784)
C (-0.2045, 0.4341, -1.3561)
H (2.5380, -0.4213, -1.4385)
H (-2.3037, 0.2718, 0.4750)
O (-0.4501, -1.5530, 0.7013)
H (-0.5031, 0.8168, 2.3345)

Force components x, y, z for each atom (eV/Å):
H -0.059 -0.116 -0.077
H -0.167 0.046 -0.106
O 0.775 0.884 0.989
H 0.433 -0.370 -0.497
C -2.575 -1.597 -0.778
H 0.101 -0.089 0.326
H -0.524 0.125 0.187
O 0.716 2.257 0.641
C -0.014 0.025 0.138
C 0.499 0.610 -0.623
C -0.381 -0.275 1.690
H -0.037 0.551 -0.253
H 0.044 -0.029 0.182
C 1.045 -1.161 -0.914
H -0.042 0.026 0.046
H -0.142 0.119 0.036
O 0.040 -0.886 -1.156
H 0.288 -0.121 0.169

4.
The following is a quantum chemistry calculation of a cluster of 2 separate species, C5H10O3 in total in a non-equilibrium geometry, from the OMol25 dataset.

Its SMILES is C=C(O)OO.C=CC. For the LUMO energy, the calculation gives 0.20 eV. For the orbital gap, the calculation gives 9.18 eV. The total energy is -421.9944 Ha.

Element x y z (Å)
H (-1.5275, -1.7947, -1.4323)
O (-0.9546, 1.0339, -0.0546)
H (2.1554, -1.2669, -2.0974)
H (2.3820, -0.5314, -0.5065)
C (1.7348, -0.5483, -1.3871)
O (-0.5545, 2.3894, -0.4077)
O (0.5738, 1.1479, 1.8802)
C (0.3459, -0.9210, -1.0013)
C (-0.5540, 0.5505, 1.3763)
H (1.7472, 0.4440, -1.8454)
H (-1.4943, 0.2092, 3.2510)
C (-1.5559, 0.1506, 2.1712)
H (0.4086, 1.4210, 2.7952)
H (0.4038, 2.3047, -0.2678)
H (-0.2078, -2.0672, -2.6820)
C (-0.4819, -1.6931, -1.6997)
H (-2.4957, -0.1750, 1.7441)
H (0.0744, -0.6535, 0.1640)

Force components x, y, z for each atom (eV/Å):
H 0.162 -0.369 0.304
O 0.650 -0.558 1.800
H -0.071 0.171 -0.047
H 0.019 0.079 -0.117
C 0.235 -0.123 0.011
O 0.190 -1.068 1.338
O 0.006 -0.403 -1.020
C -0.407 -1.012 2.982
C -2.159 4.055 0.035
H 0.092 0.006 0.018
H 0.397 -0.567 -0.048
C 0.090 -0.253 -0.966
H -0.013 -0.148 -0.349
H -0.051 0.313 -0.203
H 0.055 0.096 -0.007
C -0.070 0.820 -0.180
H 0.076 0.226 -0.036
H 0.798 -1.265 -3.515

5.
The following is a quantum chemistry calculation of a structure of composition C5H10O3V in a non-equilibrium geometry, from the OMol25 dataset.

For the LUMO energy (alpha / beta), the calculation gives 0.42 / 0.39 eV. For the orbital gap (alpha / beta), the calculation gives 6.98 / 8.39 eV. The total energy is -1366.1238 Ha. Its multiplicity is 4. As for the expectation value of S²: 3.76.

Element x y z (Å)
C (-2.3603, -0.1199, -0.1903)
C (-1.9946, -1.5104, 0.1730)
H (-1.8435, -1.4903, 1.3740)
H (-2.8429, -2.1455, -0.1696)
C (2.0884, 1.9160, -2.0166)
O (-0.8162, -1.8778, -0.4176)
H (1.6153, 1.6663, -2.9726)
H (1.8432, 2.9545, -1.7428)
H (3.1822, 1.8182, -2.0975)
C (1.4988, 0.0862, 1.1527)
H (1.8905, 2.2105, 0.6251)
H (2.3458, -0.4988, 1.5426)
H (3.2067, 1.0948, 0.2208)
C (2.1103, 1.1779, 0.3074)
H (-3.4250, 0.1747, -0.1983)
V (0.2698, -0.3679, -0.6006)
H (0.9419, 0.1683, 2.0976)
O (-1.5085, 0.6241, -0.7051)
O (1.5999, 1.0113, -1.0537)

Force components x, y, z for each atom (eV/Å):
C 0.017 0.364 -1.164
C 0.326 -0.309 1.698
H -0.911 -0.272 -2.160
H 0.147 0.085 0.723
C 0.093 0.205 -0.125
O -0.699 -0.898 0.070
H 0.169 0.095 0.218
H 0.025 -0.267 -0.052
H -0.259 0.033 -0.035
C 0.917 -0.836 -0.112
H -0.125 -0.105 -0.241
H -0.227 -0.525 -0.663
H -0.249 -0.051 0.046
C 0.363 0.958 1.317
H 0.271 0.264 0.383
V 0.532 -0.908 0.328
H -0.238 1.327 -0.582
O -1.038 -0.156 0.696
O 0.883 0.995 -0.346

6.
The following is a quantum chemistry calculation of a structure of composition C5H10O3V in a non-equilibrium geometry, from the OMol25 dataset.

For the LUMO energy (alpha / beta), the calculation gives -4.23 / -4.87 eV. For the orbital gap (alpha / beta), the calculation gives 7.75 / 9.08 eV. The total energy is -1365.8754 Ha. Its multiplicity is 5. Its total charge is +1. As for the expectation value of S²: 6.01.

Element x y z (Å)
C (-2.8267, 0.2065, -0.2600)
C (2.3934, -1.8854, 0.6705)
C (1.6677, 0.3685, 0.1766)
H (2.5816, 0.5647, -0.3994)
H (2.0794, -2.9235, 0.5266)
O (1.3806, -1.0488, 0.1154)
V (-0.4750, -1.3355, -0.4734)
O (-2.2673, -0.9232, -0.8378)
H (-1.6975, 1.7268, -1.3170)
H (3.3410, -1.7074, 0.1460)
O (-0.6271, 0.9485, 0.2941)
H (-2.2328, 2.2313, 0.3257)
C (0.5158, 1.0893, -0.4096)
H (0.5731, 1.7786, -1.2526)
C (-1.8661, 1.3947, -0.2824)
H (-3.1216, 0.0259, 0.7930)
H (2.5009, -1.6683, 1.7415)
H (-3.7392, 0.5308, -0.7957)
H (1.8196, 0.6264, 1.2387)

Force components x, y, z for each atom (eV/Å):
C -0.671 0.970 0.390
C 0.678 -0.389 0.302
C 0.295 0.929 0.091
H -0.226 -0.027 0.185
H 0.097 0.245 0.053
O 0.621 -0.549 0.147
V -2.291 0.782 -0.570
O 1.169 -0.891 0.197
H 0.101 -0.074 0.290
H -0.214 -0.067 0.157
O 0.374 -0.555 0.184
H 0.076 -0.211 -0.180
C 0.480 0.159 -0.362
H -0.079 -0.171 0.339
C -0.793 0.316 -0.438
H 0.088 -0.091 -0.390
H 0.006 -0.075 -0.279
H 0.277 -0.220 0.157
H 0.011 -0.080 -0.272